Record 1
C15H20ClOPr as an isolated structure. Source: the Open Molecules 2025 dataset; level of theory: ωB97M-V with the def2-TZVPD basis set.

Properties
Spin multiplicity: 3
Kohn-Sham gap (spin up / spin down) in eV: 2.056 / 2.056
Charge: -2
E_tot in eV: -44516.2128
<S²>: 2.003
LUMO energy (spin up / spin down) in eV: 4.8 / 4.8

```
38
Properties=species:S:1:pos:R:3:nbo_charge:R:1
Pr -0.23079 0.17697 -0.14388 0.23
C 0.65757 -1.84947 1.65326 -0.35
C -0.76315 -1.97562 1.72746 -0.32
C -1.22946 -2.43581 0.46050 -0.36
H -1.36942 -1.82334 2.61415 0.23
C -0.08977 -2.60448 -0.39876 -0.37
C 1.06913 -2.23939 0.34434 -0.34
H 2.09814 -2.31383 -0.00596 0.23
H 1.31610 -1.58039 2.48515 0.23
H -2.26024 -2.69138 0.21232 0.24
H -0.10239 -3.02908 -1.40458 0.24
C 1.69561 1.94752 0.71627 -0.35
C 2.38252 0.74055 0.42840 -0.35
C 2.37105 0.54632 -0.99567 -0.36
H 2.89544 0.10847 1.14606 0.23
C 1.70322 1.66850 -1.57560 -0.30
C 1.24683 2.50949 -0.52226 -0.37
H 0.69486 3.44736 -0.64140 0.24
H 1.59242 2.41226 1.69928 0.23
H 2.82786 -0.27598 -1.54329 0.24
H 1.68090 1.90296 -2.63373 0.24
O -0.79014 0.66254 -2.52194 -0.61
C -0.85869 0.32501 -3.91984 0.24
C -2.37834 0.55296 -4.01321 -0.65
C -0.37123 -1.07983 -4.23756 -0.76
C -0.16691 1.36523 -4.77394 -0.89
C -2.25061 1.14605 -2.61112 -0.09
H -2.94853 -0.37448 -4.01329 0.22
H -2.62936 1.22606 -4.82911 0.22
H -2.27044 2.24179 -2.59917 0.21
H -2.82934 0.68750 -1.78527 0.21
H -0.88442 -1.42376 -5.14892 0.22
H -0.55606 -1.79687 -3.42232 0.22
H 0.70594 -1.02242 -4.44992 0.21
H -0.60363 1.37411 -5.77719 0.22
H 0.88502 1.10427 -4.87559 0.21
H -0.26682 2.36569 -4.35507 0.22
Cl -1.84456 1.41382 1.39651 -0.53
```

Record 2
A 5-piece molecular cluster, C15H20F2N2O17S overall. Source: the Open Molecules 2025 dataset; level of theory: ωB97M-V with the def2-TZVPD basis set.

Properties
Kohn-Sham gap in eV: 9.535
SMILES: O=NOCN(CC(=O)F)S(=O)(=O)F.O=C1OCCO1.O=C1OCCO1.O=C1OCCO1.O=C1OCCO1
E_tot in eV: -69931.4182
LUMO energy in eV: -1.2

```
57
Properties=species:S:1:pos:R:3:nbo_charge:R:1
O -6.17327 4.42671 -4.92817 -0.22
N -5.32827 5.25205 -5.00680 0.35
O -4.95601 5.45183 -6.32346 -0.39
C -3.47535 5.46527 -6.26304 0.04
N -3.07968 4.43107 -5.25544 -0.63
C -2.08310 4.93780 -4.25227 -0.35
C -2.42609 4.20322 -2.83968 0.87
O -1.60894 4.21079 -1.89753 -0.53
F -3.68986 3.57784 -2.62604 -0.33
S -2.61985 2.94222 -5.99066 2.32
O -2.53682 1.79883 -5.01416 -0.80
O -3.71483 2.62747 -6.99060 -0.85
F -1.20284 3.04366 -6.88935 -0.47
H -3.07651 5.22329 -7.30902 0.25
H -3.18399 6.52922 -5.96673 0.21
H -0.99643 4.68512 -4.47979 0.27
H -2.27281 6.04987 -4.04833 0.27
O -0.89724 1.04014 3.39885 -0.60
C -1.15083 1.11610 2.22810 0.97
O -1.61728 0.08190 1.47473 -0.49
C -2.00212 0.62670 0.21857 -0.11
C -1.18880 1.87185 0.12094 -0.11
O -1.00794 2.24614 1.48208 -0.48
H -1.78611 -0.07278 -0.58994 0.23
H -3.07662 0.83034 0.23659 0.19
H -0.20796 1.69623 -0.33189 0.17
H -1.70140 2.65758 -0.43614 0.23
O -1.34348 -0.45743 -3.00405 -0.57
C -0.18914 -0.76077 -2.90215 0.96
O 0.83547 -0.10602 -3.51400 -0.48
C 2.04406 -0.61893 -2.96890 -0.10
C 1.64211 -1.97496 -2.47297 -0.10
O 0.26654 -1.80602 -2.15925 -0.48
H 2.82385 -0.66721 -3.73032 0.21
H 2.37587 0.04091 -2.16182 0.18
H 1.73730 -2.74728 -3.24170 0.19
H 2.20716 -2.28119 -1.59141 0.21
O 2.18923 -4.61971 3.45026 -0.60
C 1.33652 -3.85121 3.79916 0.97
O 0.78336 -2.90288 2.99787 -0.48
C -0.32947 -2.35996 3.69891 -0.11
C 0.00379 -2.64087 5.13143 -0.10
O 0.79973 -3.81712 5.04949 -0.49
H -0.43373 -1.29295 3.49680 0.24
H -1.23790 -2.87410 3.37165 0.18
H 0.59694 -1.84305 5.58766 0.19
H -0.88466 -2.81371 5.74027 0.21
O 6.94134 -3.45839 8.00715 -0.57
C 6.15692 -3.99361 7.27757 0.96
O 5.17094 -4.83570 7.69297 -0.49
C 4.32559 -5.07458 6.57466 -0.10
C 5.22416 -4.79882 5.40840 -0.11
O 6.13662 -3.83910 5.92521 -0.49
H 3.95288 -6.09970 6.58109 0.20
H 3.47562 -4.38757 6.62019 0.19
H 5.78379 -5.68420 5.09234 0.18
H 4.68196 -4.39755 4.55108 0.22
```

Record 3
An isolated molecule of C15H20FNO2. Source: the Open Molecules 2025 dataset; level of theory: ωB97M-V with the def2-TZVPD basis set.

Properties
Kohn-Sham gap in eV: 9.444
SMILES: CCOC(=O)[C@H]1CCCCN1Cc1ccc(F)cc1
E_tot in eV: -24182.4436
ΔE to the lowest compared entry with this formula, charge and spin in eV: 0.631
LUMO energy in eV: 0.9

```
39
Properties=species:S:1:pos:R:3:nbo_charge:R:1
C -1.58055 -3.27529 -1.10283 -0.62
C -1.37525 -2.53599 0.20546 -0.07
O -0.26769 -1.64573 0.05238 -0.52
C -0.08420 -0.75621 1.02086 0.82
O -0.76474 -0.69016 2.01326 -0.61
C 1.13848 0.11688 0.76281 -0.15
C 2.38640 -0.74725 0.96189 -0.39
C 3.65249 0.11143 0.87728 -0.40
C 3.48023 1.22903 -0.16015 -0.42
C 2.41321 0.82641 -1.17926 -0.21
N 1.09548 0.67853 -0.58002 -0.44
C 0.27480 1.87645 -0.62098 -0.23
C -1.15983 1.53170 -0.32325 -0.06
C -1.81591 2.04545 0.78614 -0.17
C -3.12736 1.69842 1.05785 -0.27
C -3.77232 0.82823 0.20123 0.40
F -5.05285 0.47849 0.45624 -0.33
C -3.14643 0.30214 -0.91511 -0.29
C -1.83693 0.66157 -1.17044 -0.17
H -2.41745 -3.96097 -1.00755 0.22
H -0.68689 -3.83738 -1.35972 0.21
H -1.78701 -2.56842 -1.90123 0.21
H -1.15669 -3.23029 1.02501 0.18
H -2.26001 -1.95206 0.48132 0.20
H 1.12603 0.90650 1.53664 0.19
H 2.38981 -1.51982 0.19278 0.21
H 2.32950 -1.23984 1.93384 0.22
H 3.86843 0.54742 1.85403 0.21
H 4.49507 -0.52724 0.60827 0.21
H 4.42364 1.43243 -0.66740 0.21
H 3.16337 2.15263 0.32888 0.20
H 2.34987 1.56894 -1.97667 0.20
H 2.69000 -0.12825 -1.63838 0.19
H 0.62320 2.64752 0.09013 0.17
H 0.33727 2.28986 -1.63195 0.21
H -1.29874 2.71876 1.45354 0.21
H -3.64356 2.08384 1.92232 0.23
H -3.68465 -0.37372 -1.56174 0.23
H -1.31821 0.25604 -2.02547 0.22
```

The records above yield max |F| values of 0.040, 0.158, 0.011 Eh/bohr, respectively.